# 1
Entry from OMol25: a single C6H9N molecule (ωB97M-V/def2-TZVPD).

Geometry as XYZ:
```
16
Properties=species:S:1:pos:R:3:lowdin_charge:R:1
C -2.61804 -0.45207 -0.09801 -0.064
C -1.15552 -0.06346 -0.02620 -0.290
C -0.63009 1.17194 0.31371 -0.079
N 0.75157 1.08528 0.24332 0.029
C 1.08959 -0.18014 -0.10622 -0.361
C 2.56505 -0.31870 -0.01906 -0.039
C -0.04944 -0.91822 -0.32624 -0.016
H -3.20504 0.28506 -0.65672 0.070
H -3.08069 -0.55008 0.89292 0.072
H -2.75493 -1.41682 -0.60378 0.071
H -1.15894 2.08865 0.52244 0.106
H 1.61236 1.66383 0.28462 0.150
H 2.90766 -0.48986 1.00687 0.079
H 2.94736 -1.11154 -0.66917 0.082
H 2.94330 0.73902 -0.20138 0.087
H -0.11256 -1.95275 -0.64835 0.105
```

Summary:
**SMILES**: Cc1c[nH]c(C)c1
**Frontier orbital gap**: 8.8 eV
**DFT total energy**: -7857.34733 eV
**Energy above the lowest of the compared OMol25 structures with the same formula, charge and spin**: 18.7 kcal per mole

# 2
Entry from OMol25: 2 unconnected molecules or ions with the total composition C3H7N3O (ωB97M-V/def2-TZVPD).

Geometry as XYZ:
```
14
Properties=species:S:1:pos:R:3:lowdin_charge:R:1
C -1.73356 -1.41595 -1.95034 0.000
C -0.70809 -0.51453 -1.91943 -0.353
C 0.88849 1.40122 2.14499 -0.035
N 0.48340 0.94650 0.05163 0.202
N 0.47169 -0.61375 -1.22350 0.059
N 0.95052 0.41669 1.05975 -0.493
O 1.45435 -0.70120 1.25503 -0.047
H -2.61205 -1.18908 -2.58120 0.053
H -1.79366 -2.09287 -1.04018 0.071
H -0.76820 0.25387 -2.70290 0.094
H 1.80034 1.36253 2.84112 0.109
H 0.89509 2.42493 1.63192 0.107
H 0.04174 1.12372 2.88087 0.120
H 0.62994 -1.40206 -0.44774 0.114
```

Summary:
**Frontier orbital gap (spin up / spin down)**: 8.2 / 8.3 eV
**DFT total energy**: -9735.61463 eV
**Energy above the lowest of the compared OMol25 structures with the same formula, charge and spin**: 171.1 kcal per mole

# 3
Entry from OMol25: a molecular structure, C25H35IrN3O3P (ωB97M-V/def2-TZVPD).

Geometry as XYZ:
```
68
Properties=species:S:1:pos:R:3:mulliken_spin:R:1
Ir 0.14426 0.80803 0.02617 0.803
C 4.30459 -0.08131 1.12147 0.006
C 4.92957 1.09697 0.76519 0.000
C 4.14703 2.16251 0.33271 0.004
C 2.78108 2.01386 0.25219 -0.033
N 2.17025 0.83753 0.56454 -0.003
C 2.92741 -0.16830 1.00273 0.010
C 1.89103 3.11049 -0.17842 0.035
C 2.24287 4.42597 -0.41119 -0.008
C 1.24837 5.31197 -0.80455 0.021
C -0.06639 4.89126 -0.96114 -0.008
C -0.36272 3.56626 -0.70653 0.010
N 0.61342 2.73674 -0.32204 0.023
C -1.66983 2.90672 -0.84861 0.026
C -2.80913 3.60691 -1.17872 0.002
C -4.00708 2.92592 -1.35991 0.000
C -4.01518 1.55567 -1.20792 0.011
C -2.84054 0.91175 -0.85760 0.031
N -1.68381 1.55700 -0.66685 -0.008
H 4.86395 -0.93364 1.48045 0.000
H 6.00536 1.19638 0.82403 0.000
H 4.60782 3.10127 0.06082 0.000
H 2.41038 -1.07169 1.26345 0.003
H 3.26149 4.76674 -0.29621 0.002
H 1.50224 6.34634 -0.99664 -0.001
H -0.82647 5.59201 -1.27331 0.002
H -2.77034 4.67941 -1.30251 0.000
H -4.90864 3.46294 -1.62263 0.000
H -4.91592 0.97820 -1.36287 0.000
H -2.79878 -0.16432 -0.73958 -0.015
C -0.32541 -3.87643 0.97659 -0.005
C 0.98894 -3.15892 0.79905 0.018
O 1.08415 -2.31671 -0.38163 0.041
P 0.13900 -1.21458 -0.99388 0.012
O 0.68743 -1.03192 -2.44186 -0.012
C 2.08977 -0.81775 -2.83272 -0.004
C 2.80003 -2.12429 -3.06944 0.000
O -1.29529 -1.82190 -1.20726 -0.012
C -1.83045 -2.41139 -2.46631 0.003
C -2.06289 -3.88876 -2.32460 -0.001
H -0.23602 -4.53198 1.84449 0.000
H -0.56935 -4.49381 0.11721 0.001
H -1.15610 -3.18666 1.14348 0.006
H 1.80066 -3.87194 0.67834 0.000
H 1.21220 -2.54093 1.67046 -0.005
H 2.57154 -0.21148 -2.06192 0.002
H 2.01965 -0.23034 -3.74361 0.000
H 2.92869 -2.69174 -2.15006 0.000
H 3.78546 -1.91569 -3.48865 0.000
H 2.25535 -2.73058 -3.79238 0.000
H -1.13639 -2.18181 -3.26746 0.002
H -2.75748 -1.86918 -2.63845 -0.001
H -1.12599 -4.43373 -2.22033 0.000
H -2.54766 -4.24557 -3.23428 0.001
H -2.71856 -4.11971 -1.48557 0.000
C -0.27045 -0.76680 3.56245 0.020
C -1.74832 -0.87513 3.88694 -0.020
C -2.54786 0.55205 3.73650 -0.003
C -2.66366 -1.34098 2.96101 -0.003
H 0.21280 -0.11566 4.29108 0.000
H -0.05763 -0.35919 2.56377 0.025
H 0.18177 -1.75397 3.64837 0.000
H -1.93045 -1.24087 4.89581 0.000
H -2.31534 1.03227 2.79102 0.002
H -2.09321 1.08814 4.57249 0.000
H -3.62435 0.50818 3.90242 0.000
H -2.50786 -1.15907 1.89817 0.017
H -3.61306 -1.78077 3.26423 0.000
```

Summary:
**Net charge**: +3
**Frontier orbital gap (spin up / spin down)**: 7.3 / 7.1 eV
**Multiplicity**: 2
**Expectation value of S²**: 0.7550
**DFT total energy**: -49209.32336 eV
**Energy above the lowest of the compared OMol25 structures with the same formula, charge and spin**: 24.0 kcal per mole

# 4
Entry from OMol25: 2 unconnected molecules or ions with the total composition C2H2F3NO (ωB97M-V/def2-TZVPD).

Geometry as XYZ:
```
9
Properties=species:S:1:pos:R:3:lowdin_charge:R:1
C -0.32219 -0.19873 -0.48808 -0.061
C 0.55945 0.08652 0.75246 -0.398
N -0.44634 -2.72761 -0.57835 0.089
O -1.30958 -3.21162 0.00514 0.017
F -1.57311 0.31888 -0.53686 0.020
F 1.33533 1.18165 0.57690 0.050
F 1.44431 -0.88517 1.02109 0.068
H 0.28659 -0.24721 -1.34847 0.095
H 0.00605 0.36052 1.56587 0.121
```

Summary:
**Frontier orbital gap (spin up / spin down)**: 9.0 / 8.4 eV
**DFT total energy**: -13791.75859 eV
**Energy above the lowest of the compared OMol25 structures with the same formula, charge and spin**: 123.2 kcal per mole

# 5
Entry from OMol25: a single C5H9NO molecule (ωB97M-V/def2-TZVPD).

Geometry as XYZ:
```
16
Properties=species:S:1:pos:R:3:lowdin_charge:R:1
C -0.99932 -1.41144 -0.46635 0.010
C 0.29527 -1.13780 -0.62515 -0.220
C 0.75680 0.22969 -1.10635 -0.175
C 0.11919 1.40814 -0.28814 -0.102
C -0.45247 0.82782 0.98438 -0.574
N 0.53033 0.26581 1.80367 0.129
O -1.64059 0.68742 1.18370 0.060
H -1.36663 -2.28789 0.05863 0.074
H -1.75483 -0.71760 -0.82127 0.079
H 1.04623 -1.88673 -0.36907 0.104
H 1.84828 0.30693 -1.07056 0.107
H 0.46604 0.33832 -2.15322 0.110
H -0.69350 1.88505 -0.83974 0.115
H 0.87565 2.16766 -0.05772 0.116
H 0.05943 -0.20203 2.57262 0.102
H 0.91010 -0.47335 1.19456 0.067
```

Summary:
**SMILES**: C=CCCC(N)=O
**Frontier orbital gap**: 10.7 eV
**DFT total energy**: -8867.64065 eV
**Energy above the lowest of the compared OMol25 structures with the same formula, charge and spin**: 36.3 kcal per mole

# 6
Entry from OMol25: a molecular structure, C21H28N3O2V (ωB97M-V/def2-TZVPD).

Geometry as XYZ:
```
55
Properties=species:S:1:pos:R:3:mulliken_spin:R:1
O 0.04912 0.00630 -3.46598 0.000
C 0.26607 1.29783 -4.13193 0.000
C 0.26231 0.66897 -5.51779 0.000
H 1.24679 1.69784 -3.84898 0.000
H -0.54075 2.02147 -3.93119 0.000
C 0.24296 -0.66422 -4.73293 0.000
H 1.15159 0.87799 -6.10889 0.000
H -0.67428 0.89176 -6.03530 0.000
C 1.56159 -1.40578 -4.79232 0.000
H 2.42686 -0.77051 -4.57249 0.000
H 1.69670 -1.80921 -5.80122 0.000
H 1.56800 -2.25136 -4.09846 0.000
C -0.93712 -1.54117 -5.05085 0.000
H -1.84660 -0.95370 -4.90176 0.000
H -0.93174 -2.41572 -4.39416 0.000
H -0.85819 -1.87020 -6.08938 0.000
V -0.37036 -0.44824 2.84584 1.290
C -2.28260 -0.86234 3.81576 -0.047
C -2.20150 0.57384 3.92045 -0.022
C -2.12980 1.12547 2.60611 -0.065
H -2.27343 1.14702 4.84457 -0.002
C -2.23652 0.03893 1.66575 0.063
C -2.35090 -1.18428 2.40733 -0.041
H -2.56882 -2.16577 1.99123 -0.002
H -2.38489 -1.56380 4.64634 -0.002
H -2.05242 2.18414 2.34043 -0.001
H -2.35783 0.12748 0.58596 -0.002
C 1.03944 -2.08135 3.86071 -0.040
C 0.10598 -2.62360 2.91947 -0.037
C 0.47468 -2.14522 1.61533 -0.071
H -0.67038 -3.34756 3.15105 -0.003
C 1.61597 -1.28444 1.76505 0.023
C 1.97654 -1.27887 3.14251 -0.062
H 2.84188 -0.76854 3.56532 -0.003
H 1.06580 -2.30258 4.92748 -0.003
H 0.03744 -2.45682 0.67204 0.003
H 2.16157 -0.80254 0.95564 0.011
O 1.50975 0.82526 -1.61120 0.004
C 0.24663 0.33287 -1.05394 -0.032
C -0.77015 1.44933 -1.18633 -0.001
H 0.39874 0.17310 0.03387 0.003
H -0.06258 -0.61797 -1.48815 0.003
C 0.10427 2.65822 -0.84117 -0.003
H -1.61732 1.32400 -0.52921 0.006
H -1.14339 1.49831 -2.20798 0.003
C 1.53680 2.20577 -1.20586 0.001
H 0.05846 2.82737 0.24850 -0.001
H -0.16505 3.56689 -1.38949 0.000
H 2.19409 2.29503 -0.31563 0.000
H 1.94038 2.83139 -2.01722 0.000
N 0.36348 0.53980 4.32812 0.000
C 0.58238 0.93826 5.42351 0.031
N 0.80181 1.57581 6.48416 0.002
C 0.90163 1.11867 7.71605 -0.001
N 0.99689 0.79668 8.84122 0.000
```

Summary:
**Net charge**: +1
**Frontier orbital gap (spin up / spin down)**: 5.9 / 6.4 eV
**Multiplicity**: 2
**Expectation value of S²**: 0.8010
**DFT total energy**: -56473.56858 eV
**Energy above the lowest of the compared OMol25 structures with the same formula, charge and spin**: 0.8 kcal per mole